# 1
{"formula": "C10H9ClO", "method": "ωB97M-V/def2-TZVPD", "species": ["C", "C", "C", "C", "C", "C", "C", "C", "H", "H", "H", "H", "H", "H", "H", "H", "O", "C", "C", "Cl", "H"], "coordinates": [[-1.48660, 2.04413, -1.57797], [-1.45107, 0.71222, -1.31606], [-0.26622, -0.17273, -1.06150], [-0.38218, -1.37597, -0.45117], [0.71590, -2.15319, -0.11279], [1.94482, -1.61718, -0.09416], [2.13015, -0.31489, -0.47212], [1.04667, 0.42711, -0.84989], [-2.42342, 2.33612, -1.99605], [-0.68487, 2.70936, -1.42708], [-2.36371, 0.15230, -1.45275], [-1.27854, -1.85333, -0.50940], [0.61074, -3.20788, 0.03592], [2.82698, -2.21277, 0.00512], [3.15927, 0.15975, -0.37541], [1.20134, 1.46898, -1.14046], [-2.60079, 1.17017, 2.32476], [-1.50702, 0.75539, 2.42594], [-0.24609, 0.35390, 2.49185], [0.71215, 0.84188, 3.82300], [0.34248, -0.22337, 1.73024]], "spin_multiplicity": 1, "fmax_ev_per_a": 4.9, "smiles": "C=Cc1ccccc1.O=C=CCl", "orbital_gap_ev": 9.02, "charge": 0}

---

# 2
{"formula": "CH8N2", "method": "ωB97M-V/def2-TZVPD", "species": ["C", "N", "H", "H", "H", "H", "H", "N", "H", "H", "H"], "coordinates": [[-0.37677, 0.06911, 0.94415], [-1.65524, -0.65091, 1.07055], [-0.38224, 1.05762, 1.40173], [-0.17551, 0.08423, -0.12371], [0.45408, -0.49031, 1.37208], [-1.72030, -1.17046, 1.93821], [-2.42206, 0.00270, 1.07121], [1.87347, 0.51135, -1.95672], [1.50830, -0.33603, -2.37733], [1.06561, 1.09441, -1.77424], [2.35229, 0.29675, -1.09624]], "spin_multiplicity": 1, "fmax_ev_per_a": 0.8, "smiles": "CN.N", "orbital_gap_ev": 10.37, "charge": 0}

---

# 3
{"formula": "C68H63MoN3OP2S3", "method": "ωB97M-V/def2-TZVPD", "species": ["Mo", "C", "N", "C", "C", "N", "C", "C", "C", "C", "C", "C", "C", "S", "C", "C", "C", "C", "C", "C", "S", "H", "H", "H", "H", "H", "H", "H", "H", "H", "H", "H", "H", "H", "H", "H", "H", "H", "H", "O", "S", "C", "C", "C", "C", "C", "C", "C", "C", "C", "C", "P", "C", "C", "C", "C", "C", "C", "C", "C", "C", "C", "C", "C", "C", "C", "C", "C", "C", "C", "C", "C", "C", "C", "C", "C", "P", "C", "C", "C", "C", "C", "C", "C", "C", "C", "C", "C", "C", "C", "C", "H", "H", "H", "H", "H", "H", "H", "H", "H", "H", "H", "H", "H", "H", "H", "H", "H", "H", "H", "H", "H", "H", "H", "H", "H", "H", "H", "H", "H", "H", "H", "H", "H", "H", "H", "H", "C", "C", "C", "C", "N", "H", "H", "H", "H", "H", "H", "H", "H", "H"], "coordinates": [[1.42708, -0.58889, 1.48135], [0.39090, 3.09072, 3.31062], [-0.03283, 1.69813, 3.40002], [0.52502, 1.05678, 4.59656], [-0.10474, -0.29129, 4.94179], [0.35446, -1.40374, 4.10944], [1.50316, -2.08635, 4.70862], [-0.67648, -2.36199, 3.81348], [-1.73992, -2.60591, 4.67437], [-2.74371, -3.49947, 4.33065], [-2.69251, -4.17613, 3.12527], [-1.61615, -3.98391, 2.27665], [-0.60614, -3.09220, 2.61447], [0.77076, -2.92781, 1.53127], [-1.45445, 1.57622, 3.32894], [-2.29499, 2.36277, 4.11058], [-3.66850, 2.19538, 4.07867], [-4.21539, 1.19404, 3.29138], [-3.39372, 0.41215, 2.50648], [-2.01374, 0.61193, 2.48067], [-1.09208, -0.34023, 1.33317], [-0.30860, 3.63555, 2.68092], [0.43487, 3.58550, 4.29426], [1.37437, 3.15152, 2.84860], [0.38126, 1.71303, 5.47545], [1.59205, 0.93085, 4.42097], [-1.18504, -0.19517, 4.83061], [0.10607, -0.49526, 6.00241], [1.26699, -2.45573, 5.71742], [2.34221, -1.39770, 4.75578], [1.78688, -2.92938, 4.07990], [-1.79076, -2.10527, 5.63269], [-3.56596, -3.66123, 5.01500], [-3.48373, -4.85937, 2.84828], [-1.55129, -4.50936, 1.33385], [-1.86488, 3.12275, 4.75183], [-4.30382, 2.82082, 4.69099], [-5.28506, 1.03364, 3.28238], [-3.79259, -0.38447, 1.90114], [1.36480, 1.31349, 0.22192], [0.25436, 1.02333, -0.78206], [-0.86858, 2.39715, -0.47553], [-0.22011, 3.53557, -0.05239], [-0.89521, 4.67799, 0.39603], [-2.25956, 4.62862, 0.46113], [-3.27583, 5.65239, 0.88991], [-4.62937, 4.90408, 0.85269], [-4.31975, 3.59880, 0.16926], [-5.12497, 2.60413, -0.30333], [-4.53032, 1.49077, -0.91543], [-3.16482, 1.30053, -1.01747], [-2.44837, -0.17928, -1.84281], [-2.96502, 0.18745, -3.58614], [-4.29696, 0.22712, -3.98995], [-4.62877, 0.52894, -5.29814], [-3.63152, 0.78722, -6.22750], [-2.30267, 0.72962, -5.84309], [-1.97174, 0.42867, -4.53019], [-3.58028, -1.59421, -1.52414], [-3.21293, -2.74230, -2.22897], [-3.85164, -3.95037, -2.02337], [-4.87624, -4.04010, -1.09231], [-5.25868, -2.90894, -0.39330], [-4.61872, -1.69627, -0.60603], [-2.29359, 2.32206, -0.51028], [-2.92688, 3.46780, 0.02353], [0.98978, 1.57895, -2.32004], [0.38327, 2.55144, -3.09421], [0.87001, 2.93337, -4.34873], [1.99027, 2.30961, -4.82665], [2.74805, 2.48616, -6.11528], [3.81404, 1.36311, -6.10513], [3.58798, 0.63658, -4.80834], [4.12304, -0.52162, -4.31383], [3.66748, -0.98584, -3.07943], [2.74597, -0.31817, -2.26672], [2.37869, -1.27897, -0.72766], [4.04158, -1.91783, -0.22956], [4.06699, -2.95193, 0.70822], [5.26252, -3.51437, 1.12133], [6.46504, -3.04566, 0.61523], [6.45688, -1.98321, -0.27215], [5.25979, -1.42013, -0.68656], [1.72415, -2.75899, -1.63645], [0.60895, -2.51390, -2.43539], [0.15672, -3.46525, -3.33139], [0.78948, -4.69570, -3.41671], [1.87610, -4.96013, -2.60107], [2.35367, -3.99454, -1.72790], [2.10017, 0.83581, -2.81060], [2.56281, 1.26199, -4.08033], [0.86127, 3.52380, -0.04794], [-0.33370, 5.54795, 0.70927], [-3.27283, 6.48625, 0.18357], [-3.05473, 6.06641, 1.87433], [-5.39753, 5.47334, 0.32693], [-4.99102, 4.71219, 1.86670], [-6.20382, 2.66583, -0.23905], [-5.19246, 0.74890, -1.33484], [-5.08217, 0.01389, -3.27955], [-5.66836, 0.55982, -5.59634], [-3.89156, 1.02224, -7.25063], [-1.52108, 0.91773, -6.56775], [-0.93038, 0.38950, -4.23537], [-2.40097, -2.68644, -2.94011], [-3.53984, -4.82735, -2.57642], [-5.37649, -4.98398, -0.92042], [-6.06057, -2.96819, 0.33147], [-4.94030, -0.83442, -0.04342], [-0.51853, 3.01882, -2.72796], [0.34882, 3.68648, -4.92241], [3.20792, 3.47556, -6.15494], [2.09106, 2.40834, -6.98301], [4.82581, 1.77075, -6.15570], [3.69810, 0.68887, -6.95583], [4.86946, -1.08406, -4.85822], [4.06338, -1.92821, -2.73186], [3.14224, -3.33961, 1.11069], [5.24877, -4.32137, 1.84112], [7.39933, -3.49611, 0.92067], [7.39068, -1.58289, -0.64399], [5.28686, -0.58309, -1.36997], [0.10119, -1.55624, -2.35969], [-0.67806, -3.24182, -3.98318], [0.43962, -5.44071, -4.11820], [2.37744, -5.91678, -2.65755], [3.22557, -4.21149, -1.12942], [5.21872, 0.18041, 2.05615], [3.99527, 0.60836, 2.87720], [4.32092, 0.32391, 4.35705], [3.80283, 2.12970, 2.69125], [2.83299, -0.07155, 2.39461], [6.12517, 0.65704, 2.43112], [5.07320, 0.47233, 1.02010], [5.33530, -0.90068, 2.10570], [5.23884, 0.84584, 4.62529], [4.46870, -0.74227, 4.52457], [3.53453, 0.68025, 5.02012], [4.76659, 2.63312, 2.62318], [3.25412, 2.55095, 3.53093], [3.24069, 2.29272, 1.77213]], "spin_multiplicity": 1, "fmax_ev_per_a": 1.8, "orbital_gap_ev": [6.17, 6.18], "charge": 0}

---

# 4
{"formula": "C5H8", "method": "ωB97M-V/def2-TZVPD", "species": ["C", "C", "C", "C", "C", "H", "H", "H", "H", "H", "H", "H", "H"], "coordinates": [[-1.51061, 0.54187, -1.04773], [-1.19494, -0.83851, 1.25509], [0.04030, -0.54694, 0.75919], [0.86629, -0.07432, -0.03746], [2.16696, 0.27384, -0.63373], [-1.24894, 1.13655, -0.19926], [-2.11991, 1.01350, -1.82904], [-1.25110, -0.48690, -1.17636], [-1.63106, -1.82428, 1.10877], [-1.62277, -0.24411, 2.05952], [3.00072, -0.06197, -0.00452], [2.28203, -0.18942, -1.61845], [2.25999, 1.35631, -0.76287]], "spin_multiplicity": 1, "fmax_ev_per_a": 1.1, "orbital_gap_ev": [8.31, 8.41], "charge": 0}

---

# 5
{"formula": "H20O10", "method": "ωB97M-V/def2-TZVPD", "species": ["O", "H", "H", "O", "H", "H", "O", "H", "H", "O", "H", "H", "O", "H", "H", "O", "H", "H", "O", "H", "H", "O", "H", "H", "O", "H", "H", "O", "H", "H"], "coordinates": [[-2.94960, -0.83334, 0.57327], [-3.34111, -0.01396, 0.23507], [-3.67631, -1.29685, 1.01315], [0.63479, 1.59707, 2.17075], [0.22193, 0.89225, 2.72757], [1.39286, 1.90531, 2.68205], [-2.66272, -2.81832, -1.49947], [-3.37566, -2.84372, -2.14880], [-2.86458, -2.05362, -0.92462], [-0.02430, -0.22396, -0.15575], [-0.85708, -0.50113, 0.24654], [0.34791, 0.42602, 0.45951], [0.88272, 3.87763, 0.48208], [1.04998, 4.50893, 1.18787], [0.69772, 3.03618, 0.93790], [3.76133, 1.26372, 0.21501], [3.08786, 0.95464, -0.40173], [4.41573, 1.69979, -0.34099], [2.63277, -1.97631, -0.99636], [2.92725, -1.18572, -1.45674], [1.75969, -2.16929, -1.38599], [-0.92103, -0.37057, 3.27098], [-1.52129, -0.58047, 3.99458], [-1.43041, -0.54989, 2.46779], [-0.00782, -2.32601, -2.09992], [-0.17396, -1.47719, -1.66268], [-0.88597, -2.75544, -2.11351], [0.36655, 0.98439, -2.75064], [0.39905, 1.93459, -2.90922], [0.11369, 0.89527, -1.81770]], "spin_multiplicity": 1, "fmax_ev_per_a": 0.7, "smiles": "O.O.O.O.O.O.O.O.O.O", "orbital_gap_ev": 9.43, "charge": 0}

---

# 6
{"formula": "C44H49Cl3N8O6SSiSr", "method": "ωB97M-V/def2-TZVPD", "species": ["Sr", "O", "C", "C", "C", "C", "C", "C", "C", "O", "N", "N", "C", "C", "C", "C", "C", "C", "C", "O", "H", "H", "H", "H", "H", "H", "H", "H", "H", "H", "C", "Si", "C", "C", "C", "C", "C", "C", "N", "C", "S", "H", "H", "H", "H", "H", "H", "H", "H", "H", "H", "H", "H", "Cl", "C", "C", "C", "Cl", "C", "O", "C", "Cl", "C", "H", "H", "C", "N", "C", "C", "C", "O", "H", "H", "H", "H", "H", "H", "H", "H", "H", "N", "C", "N", "C", "C", "C", "C", "C", "H", "H", "H", "H", "H", "H", "H", "H", "H", "H", "N", "C", "O", "C", "C", "C", "C", "N", "C", "H", "H", "H", "H", "H", "H"], "coordinates": [[0.01850, -0.66143, -0.37581], [2.83370, 1.77409, 4.65582], [3.55718, 1.60111, 3.53633], [4.92904, 1.85590, 3.58854], [5.72355, 1.66083, 2.47178], [5.16469, 1.21793, 1.27766], [3.80217, 0.97398, 1.22400], [2.98190, 1.15634, 2.33326], [1.52299, 0.85315, 2.20366], [1.06914, 0.49596, 1.07354], [0.83728, 1.02907, 3.30875], [-0.54685, 0.87456, 3.26984], [-1.00816, -0.25509, 3.01187], [-3.24194, 0.58582, 2.39784], [-4.31646, 1.21888, 2.98359], [-5.06125, 2.15219, 2.27425], [-4.69793, 2.42899, 0.95981], [-3.63850, 1.77067, 0.36535], [-2.87754, 0.78853, 1.04414], [-1.93264, 0.14590, 0.44082], [1.90727, 1.46272, 4.41619], [5.34870, 2.19157, 4.52876], [6.79034, 1.84303, 2.53753], [5.78129, 1.05461, 0.40358], [3.33640, 0.63249, 0.30846], [-0.48089, -1.17857, 2.79105], [-4.56980, 0.96636, 4.00493], [-5.89998, 2.65096, 2.74244], [-5.24857, 3.17028, 0.39012], [-3.34522, 1.99343, -0.65420], [0.18646, 1.04933, -7.35204], [1.64008, 0.94337, -6.16949], [3.12023, 0.34682, -7.18086], [2.06957, 2.66509, -5.60460], [1.29520, -0.37950, -4.89449], [1.60231, -1.69015, -5.22197], [1.40946, -2.73276, -4.31667], [0.93133, -2.39068, -3.07097], [0.59312, -1.15046, -2.72608], [0.72522, -0.13593, -3.60848], [0.13364, 1.41250, -3.11019], [0.41922, 1.69688, -8.20270], [-0.69175, 1.45373, -6.84383], [-0.07117, 0.05881, -7.73498], [3.46048, 1.13266, -7.86026], [2.88522, -0.53328, -7.78390], [3.95108, 0.08445, -6.52161], [2.52058, 3.20959, -6.44066], [2.77691, 2.63984, -4.77398], [1.18740, 3.19465, -5.25008], [2.02252, -1.91599, -6.19783], [1.66624, -3.75631, -4.55565], [0.81972, -3.13504, -2.29226], [7.47696, -2.50433, 2.00628], [5.85603, -2.42883, 1.33315], [4.75999, -2.63333, 2.14868], [3.49085, -2.55971, 1.60873], [2.13330, -2.82151, 2.67662], [3.21280, -2.25312, 0.24600], [2.04718, -2.14641, -0.23739], [4.40464, -2.07029, -0.52324], [4.21159, -1.66890, -2.20940], [5.68231, -2.14878, -0.01109], [4.88493, -2.83474, 3.20358], [6.53421, -1.97839, -0.65517], [-4.11008, -4.27195, -2.23933], [-4.10009, -2.85520, -2.53270], [-5.27130, -2.28809, -3.17551], [-2.95731, -2.13910, -2.29146], [-2.96558, -0.66403, -2.56510], [-1.96372, -2.70098, -1.84687], [-5.05596, -4.54325, -1.76486], [-3.28733, -4.49310, -1.56437], [-3.98791, -4.87929, -3.14295], [-6.00371, -3.08290, -3.30954], [-5.04106, -1.87609, -4.16011], [-5.73369, -1.50605, -2.57136], [-3.91370, -0.27228, -2.92030], [-2.17632, -0.41610, -3.27670], [-2.70391, -0.16178, -1.63041], [-0.64129, -2.72112, 0.73471], [-0.35455, -3.82215, 0.55232], [-0.01762, -5.05865, 0.26905], [-0.13297, -5.56629, -1.09402], [1.24612, -5.97318, -1.59845], [1.90097, -6.95209, -0.62457], [2.00360, -6.32715, 0.76681], [0.63027, -5.90168, 1.26935], [-0.58581, -4.78907, -1.70845], [-0.80554, -6.43452, -1.08413], [1.86369, -5.07328, -1.67615], [1.15792, -6.40681, -2.59787], [2.88883, -7.24716, -0.98340], [1.29156, -7.86327, -0.56649], [2.64511, -5.44168, 0.72460], [2.44775, -7.02723, 1.47845], [0.71092, -5.32956, 2.19137], [-0.00673, -6.77342, 1.46072], [-4.22472, -3.94555, 1.47571], [-3.61006, -4.08720, 2.68947], [-3.35629, -5.18903, 3.14653], [-3.30893, -2.80215, 3.40773], [-3.46362, -2.73631, 4.80003], [-3.17174, -1.47858, 5.34493], [-2.76458, -0.39335, 4.64021], [-2.49364, -0.45126, 3.17292], [-2.89693, -1.77179, 2.62739], [-4.23920, -4.75909, 0.88425], [-4.26002, -3.03294, 1.05354], [-3.78380, -3.58431, 5.38172], [-3.27017, -1.31866, 6.41459], [-2.47925, 0.55539, 5.06080], [-2.68118, -1.83467, 1.57678]], "spin_multiplicity": 1, "fmax_ev_per_a": 2.7, "orbital_gap_ev": 5.27, "charge": -2}

---

Number 1: electronic energy -25082.94235 eV. Number 2: electronic energy -4146.62874 eV. Number 3: electronic energy -130996.21656 eV. Number 4: electronic energy -5309.11109 eV. Number 5: electronic energy -20800.18133 eV. Number 6: electronic energy -127750.95592 eV.